C4H14ClN3O4PtSSb | ωB97M-V/def2-TZVPD

Element x y z (Å)
Pt (-0.131, 0.653, -0.412)
N (0.849, 2.077, 1.987)
N (2.192, 2.076, 1.622)
C (2.741, 1.081, 0.926)
N (4.067, 1.069, 0.817)
S (1.890, -0.202, 0.163)
H (0.397, 2.911, 1.629)
H (0.763, 2.021, 2.994)
H (2.783, 2.846, 1.908)
H (4.660, 1.650, 1.388)
H (4.502, 0.419, 0.185)
C (-1.400, -2.534, 1.369)
Sb (-1.056, -1.658, -0.517)
C (0.145, -3.036, -1.565)
C (-2.916, -1.594, -1.502)
H (-1.825, -3.527, 1.241)
H (-2.087, -1.904, 1.930)
H (-0.454, -2.602, 1.904)
H (-0.355, -4.003, -1.590)
H (1.106, -3.134, -1.064)
H (0.300, -2.673, -2.579)
H (-3.361, -2.587, -1.516)
H (-2.762, -1.239, -2.519)
H (-3.566, -0.899, -0.975)
O (-1.278, 3.341, -2.562)
Cl (-1.321, 3.027, -1.193)
O (-2.075, 3.918, -0.412)
O (-1.863, 1.618, -1.026)
O (0.054, 2.885, -0.632)

Atomic forces in eV per Å
0.09 -0.10 0.05
0.01 0.01 0.05
0.02 -0.04 -0.01
-0.05 0.07 0.00
0.02 -0.03 0.01
0.02 0.02 -0.01
0.00 0.00 0.00
0.01 0.01 0.00
0.00 0.00 0.01
0.00 0.00 -0.01
0.01 0.00 0.00
0.01 0.02 0.00
0.00 0.02 0.00
0.00 0.01 0.00
0.01 -0.01 0.01
0.00 0.00 -0.01
0.00 -0.01 0.01
0.00 0.00 0.00
0.00 0.00 0.00
0.00 0.00 0.00
0.00 0.00 0.00
0.00 0.00 0.00
0.00 0.00 0.00
-0.01 0.00 -0.01
0.02 0.08 0.05
0.04 0.00 -0.18
-0.08 0.03 0.05
-0.17 0.02 0.02
0.07 -0.09 -0.04

Results
Kohn-Sham gap, eV: 8.710
Charge: +1
Relative energy (zero: lowest compared OMol25 entry of this formula, charge and spin), kcal/mol: 19.8
Strongest force on any atom, eV/A: 0.19
HOMO level, eV: -12.3

C34H59BrNP3Zn | ωB97M-V/def2-TZVPD

Element x y z (Å)
C (-0.449, 6.386, -4.198)
C (-0.734, 4.977, -4.362)
C (-0.965, 4.612, -5.735)
C (-1.094, 5.606, -6.710)
N (-0.938, 6.903, -6.514)
C (-0.618, 7.260, -5.270)
C (-0.673, 4.053, -3.253)
C (-0.892, 3.182, -2.336)
C (-1.555, 2.103, -1.540)
C (-0.505, 1.100, -1.444)
C (-0.873, -0.156, -0.920)
C (-2.034, -0.279, -0.175)
C (-3.095, 0.579, -0.326)
C (-2.851, 1.696, -1.175)
Zn (0.861, 2.610, -1.388)
P (2.665, -1.300, 0.401)
H (-1.029, 3.553, -6.030)
H (-0.095, 6.778, -3.242)
H (-1.356, 5.298, -7.714)
H (-0.499, 8.318, -5.109)
H (-3.662, 2.235, -1.666)
H (0.118, 1.011, -2.386)
H (-4.086, 0.344, 0.088)
H (-0.095, -0.884, -0.923)
C (2.578, -2.970, 1.175)
C (3.333, -4.204, 0.615)
H (1.513, -3.233, 1.183)
H (2.907, -2.842, 2.212)
H (3.425, -4.958, 1.432)
H (2.792, -4.710, -0.216)
H (4.367, -3.982, 0.274)
C (2.837, -1.794, -1.390)
C (3.491, -0.748, -2.312)
H (1.834, -2.026, -1.778)
H (3.426, -2.732, -1.391)
H (3.308, -1.081, -3.353)
H (3.032, 0.254, -2.193)
H (4.586, -0.676, -2.147)
C (4.372, -0.730, 0.781)
C (5.567, -1.600, 0.464)
H (4.370, -0.516, 1.856)
H (4.483, 0.236, 0.276)
H (6.474, -1.012, 0.603)
H (5.668, -2.443, 1.138)
H (5.608, -1.983, -0.551)
Br (-1.437, -1.639, 1.138)
P (-2.091, -3.462, -1.936)
C (-0.288, -3.673, -1.516)
C (0.159, -5.132, -1.689)
H (-0.022, -3.223, -0.532)
H (0.258, -3.050, -2.268)
H (1.242, -5.222, -1.702)
H (-0.236, -5.771, -0.903)
H (-0.209, -5.501, -2.642)
C (-3.470, -3.710, -0.745)
C (-4.732, -4.345, -1.416)
H (-3.777, -2.726, -0.302)
H (-3.154, -4.326, 0.130)
H (-5.475, -4.597, -0.668)
H (-5.182, -3.654, -2.121)
H (-4.490, -5.268, -1.947)
C (-2.321, -1.861, -2.766)
C (-2.689, -2.035, -4.243)
H (-1.376, -1.295, -2.735)
H (-3.066, -1.247, -2.232)
H (-2.916, -1.041, -4.640)
H (-1.826, -2.440, -4.784)
H (-3.546, -2.701, -4.355)
C (-1.075, 3.111, 1.790)
C (0.231, 2.779, 2.520)
C (0.596, 3.765, 3.642)
P (0.222, 0.970, 3.048)
C (1.613, 0.590, 4.247)
C (1.429, 1.156, 5.650)
C (1.797, -0.953, 4.379)
C (-1.321, 0.624, 4.034)
C (-1.730, 1.676, 5.035)
C (-2.554, 0.349, 3.168)
H (-1.937, 3.096, 2.468)
H (-1.273, 2.414, 0.964)
H (-1.035, 4.117, 1.345)
H (1.044, 2.775, 1.749)
H (-0.071, 3.645, 4.504)
H (1.632, 3.618, 3.962)
H (0.494, 4.790, 3.271)
H (2.522, 1.035, 3.773)
H (0.549, 0.698, 6.131)
H (2.302, 0.891, 6.279)
H (1.338, 2.252, 5.685)
H (1.987, -1.400, 3.407)
H (2.648, -1.136, 5.029)
H (0.903, -1.392, 4.828)
H (-1.085, -0.319, 4.551)
H (-2.127, 2.569, 4.518)
H (-2.556, 1.276, 5.650)
H (-0.933, 1.983, 5.718)
H (-2.209, -0.402, 2.438)
H (-3.372, -0.117, 3.736)
H (-2.905, 1.224, 2.604)

Atomic forces in eV per Å
-0.47 -1.27 0.37
1.38 1.82 -1.41
0.04 -0.59 1.35
-0.04 -0.90 0.01
-0.11 -0.11 0.69
0.14 -0.09 0.24
-2.12 -2.90 2.39
-1.58 3.78 -3.46
1.46 -1.44 -1.29
-2.70 -2.74 -1.20
1.52 2.76 0.19
2.19 -1.28 1.37
0.05 0.05 -0.41
0.05 1.26 -0.59
2.29 1.14 1.06
-0.02 0.13 -0.60
-0.21 0.63 0.21
-0.36 -0.13 -0.23
0.11 -0.02 -0.11
0.19 0.18 0.08
-0.08 0.19 0.86
-0.18 0.03 1.05
0.50 0.43 -0.17
0.20 -0.62 0.08
0.21 -0.71 -0.09
0.35 -0.42 0.02
0.03 0.09 0.37
-0.28 0.08 -0.08
-0.08 0.48 -0.61
0.38 0.46 0.48
-0.75 -0.11 0.18
0.54 -0.19 0.20
-0.11 -0.35 -0.24
0.26 -0.01 0.15
-0.32 0.44 -0.36
0.33 0.38 0.40
0.26 -0.33 0.02
-0.73 0.08 -0.10
-0.18 0.14 0.12
0.68 -0.02 0.10
-0.05 0.13 -0.11
-0.10 -0.01 0.10
0.06 0.02 -0.03
-0.14 -0.17 0.12
-0.18 -0.03 -0.20
-0.99 -1.10 -1.59
0.37 0.98 0.92
0.35 0.19 -0.32
-0.31 0.06 0.07
-0.50 -0.46 -0.53
-0.74 -0.40 0.32
0.02 0.13 0.10
0.03 -0.03 0.06
0.05 -0.19 -0.11
-0.72 -0.35 0.87
0.74 -0.03 -0.17
0.60 -0.62 -0.56
0.07 0.31 -0.79
0.00 0.11 0.23
-0.07 0.08 -0.11
0.03 0.08 0.04
0.01 0.24 -0.46
0.07 0.04 0.00
-0.31 -0.46 0.11
0.17 -0.57 -0.22
-0.08 -0.28 -0.15
-0.32 0.00 -0.06
0.05 0.17 -0.24
-0.04 0.26 -0.01
0.65 -0.41 0.45
-0.23 0.12 -0.46
-0.14 -0.93 -1.14
0.03 0.33 -0.04
0.46 0.07 0.69
-0.17 1.05 -0.38
-0.25 0.62 0.21
-0.50 0.44 0.91
0.54 -0.81 -0.77
0.20 0.03 -0.22
0.05 -0.04 0.36
0.08 -0.14 0.19
-0.38 0.10 0.53
0.21 0.11 -0.22
-0.21 0.05 0.00
0.08 0.03 0.13
-0.51 -0.33 0.27
0.38 0.22 -0.13
-0.37 0.10 -0.27
-0.06 -0.48 -0.03
-0.10 -0.11 -0.03
0.04 -0.14 0.10
0.13 -0.10 -0.05
0.06 0.17 -0.02
0.21 -0.32 0.28
0.24 0.25 -0.13
-0.29 0.04 -0.18
-1.21 1.36 1.20
0.15 0.40 0.01
-0.02 -0.12 0.42

Results
Kohn-Sham gap (spin up / spin down), eV: 4.178 / 3.308
Charge: +2
Relative energy (zero: lowest compared OMol25 entry of this formula, charge and spin), kcal/mol: 174.8
Strongest force on any atom, eV/A: 5.36
HOMO level (spin up / spin down), eV: -11.6 / -11.6

H16O8 | ωB97M-V/def2-TZVPD

Element x y z (Å)
O (-0.086, 1.021, -0.107)
H (-0.650, 0.297, 0.356)
H (-0.627, 1.429, -0.840)
O (-2.142, -1.024, -3.644)
H (-1.963, -1.604, -4.413)
H (-3.020, -1.015, -3.487)
O (3.282, 2.229, -0.708)
H (3.241, 2.913, -0.123)
H (4.215, 1.996, -0.813)
O (2.376, -2.234, 1.783)
H (2.169, -3.081, 2.342)
H (1.508, -2.086, 1.432)
O (-0.211, 0.804, -2.619)
H (0.701, 1.088, -2.299)
H (-0.591, 1.605, -2.751)
O (-0.494, 2.572, 1.166)
H (0.269, 2.944, 0.782)
H (-0.632, 3.176, 1.896)
O (-3.479, 0.976, 3.090)
H (-2.944, 0.463, 3.598)
H (-2.768, 1.526, 2.704)
O (0.484, -4.930, 0.588)
H (0.764, -3.952, 0.551)
H (0.598, -5.114, 1.516)

Atomic forces in eV per Å
-0.98 -3.61 -1.19
1.29 2.24 -1.60
0.56 -1.53 1.51
4.77 -0.53 -1.48
-0.40 0.59 0.82
-4.55 -0.16 0.60
0.35 -3.01 -2.69
-0.03 2.90 2.54
-0.32 0.12 0.10
-0.28 -2.93 1.95
1.02 2.32 -1.34
-0.72 0.74 -0.55
3.84 -2.63 0.57
-1.49 -0.98 -0.45
-2.22 3.82 -1.26
-1.98 2.01 2.97
1.48 0.13 -0.98
-0.38 0.62 0.62
-0.98 2.81 -2.52
1.91 -2.89 2.74
-0.89 0.08 -0.28
0.64 2.61 -0.31
-0.61 -2.29 -0.29
-0.03 -0.42 0.53

Results
Kohn-Sham gap, eV: 9.467
Relative energy (zero: lowest compared OMol25 entry of this formula, charge and spin), kcal/mol: 127.4
SMILES string: O.O.O.O.O.O.O.O
Strongest force on any atom, eV/A: 5.02
HOMO level, eV: -9.3

C54H47N5OP3Pd | ωB97M-V/def2-TZVPD

Element x y z (Å)
Pd (0.121, 0.272, -0.142)
N (0.841, 0.076, 1.978)
C (1.908, -0.841, 2.290)
C (2.014, -1.407, 3.550)
C (3.082, -2.242, 3.844)
C (4.039, -2.513, 2.878)
C (3.913, -1.980, 1.605)
C (2.843, -1.145, 1.299)
P (2.492, -0.473, -0.358)
C (3.668, -1.362, -1.427)
C (3.486, -2.738, -1.573)
C (4.348, -3.481, -2.359)
C (5.390, -2.851, -3.027)
C (5.567, -1.482, -2.900)
C (4.709, -0.734, -2.104)
C (3.283, 1.184, -0.320)
C (4.264, 1.535, 0.604)
C (4.958, 2.729, 0.462)
C (4.698, 3.567, -0.609)
C (3.704, 3.238, -1.521)
C (2.988, 2.063, -1.363)
H (0.023, -0.107, 2.552)
H (1.142, 1.036, 2.141)
H (1.265, -1.192, 4.302)
H (3.165, -2.676, 4.830)
H (4.879, -3.153, 3.115)
H (4.644, -2.217, 0.844)
H (2.676, -3.232, -1.045)
H (4.211, -4.551, -2.453)
H (6.068, -3.429, -3.641)
H (6.384, -0.991, -3.412)
H (4.863, 0.332, -2.001)
H (4.511, 0.861, 1.416)
H (5.732, 2.989, 1.173)
H (5.271, 4.476, -0.737)
H (3.500, 3.893, -2.360)
H (2.230, 1.782, -2.082)
C (-1.321, 3.510, -0.945)
N (-1.860, 2.772, -2.053)
C (-0.917, 2.177, -2.951)
P (-0.541, 0.447, -2.364)
C (0.701, -0.210, -3.507)
C (0.862, -1.598, -3.528)
C (1.809, -2.176, -4.353)
C (2.621, -1.374, -5.146)
C (2.482, 0.004, -5.111)
C (1.524, 0.589, -4.296)
C (-2.083, -0.373, -2.826)
C (-3.086, -0.491, -1.867)
C (-4.302, -1.061, -2.204)
C (-4.512, -1.521, -3.494)
C (-3.513, -1.402, -4.454)
C (-2.297, -0.828, -4.127)
C (-3.208, 2.990, -2.440)
C (-4.220, 2.877, -1.488)
C (-5.537, 3.137, -1.828)
C (-5.866, 3.504, -3.125)
C (-4.865, 3.602, -4.079)
C (-3.544, 3.348, -3.744)
P (-0.795, 2.425, 0.475)
C (0.227, 3.507, 1.529)
C (0.312, 3.161, 2.886)
C (1.137, 3.860, 3.747)
C (1.881, 4.933, 3.273)
C (1.785, 5.298, 1.941)
C (0.978, 4.583, 1.068)
C (-2.294, 2.276, 1.484)
C (-2.880, 1.021, 1.644)
C (-4.023, 0.884, 2.421)
C (-4.561, 1.995, 3.053)
C (-3.972, 3.247, 2.900)
C (-2.844, 3.394, 2.114)
H (-2.071, 4.205, -0.568)
H (-0.443, 4.086, -1.267)
H (-0.001, 2.776, -3.029)
H (-1.352, 2.056, -3.941)
H (0.215, -2.216, -2.912)
H (1.920, -3.251, -4.382)
H (3.358, -1.826, -5.797)
H (3.115, 0.630, -5.726)
H (1.413, 1.666, -4.301)
H (-2.906, -0.142, -0.855)
H (-5.077, -1.159, -1.454)
H (-5.455, -1.984, -3.755)
H (-3.679, -1.766, -5.459)
H (-1.519, -0.738, -4.875)
H (-3.970, 2.568, -0.480)
H (-6.311, 3.041, -1.078)
H (-6.893, 3.711, -3.391)
H (-5.109, 3.897, -5.091)
H (-2.774, 3.458, -4.499)
H (-0.322, 2.370, 3.272)
H (1.182, 3.581, 4.792)
H (2.519, 5.488, 3.948)
H (2.343, 6.147, 1.569)
H (0.921, 4.898, 0.037)
H (-2.444, 0.151, 1.160)
H (-4.487, -0.088, 2.517)
H (-5.443, 1.889, 3.671)
H (-4.393, 4.110, 3.400)
H (-2.384, 4.368, 1.998)
N (-0.529, -3.436, -0.680)
C (-1.438, -2.629, -0.059)
O (-1.061, -1.568, 0.506)
C (-2.800, -3.027, -0.100)
C (-3.162, -4.279, -0.636)
N (-3.386, -5.319, -1.088)
C (-3.781, -2.206, 0.480)
N (-4.577, -1.523, 0.967)
H (-0.804, -4.351, -0.998)
H (0.442, -3.266, -0.492)

Atomic forces in eV per Å
0.19 0.50 0.13
-0.34 0.51 -0.81
0.33 -0.43 -0.10
-0.12 0.19 0.02
0.02 -0.01 -0.02
0.03 -0.05 0.06
0.00 0.09 0.01
-0.35 -0.01 -0.04
0.28 0.74 0.03
-0.36 -0.26 -0.09
0.06 0.04 0.02
-0.02 -0.08 0.02
0.03 0.05 -0.01
0.02 -0.04 -0.03
-0.03 0.03 0.06
-0.02 -0.03 0.03
-0.05 -0.10 -0.05
0.09 0.02 0.06
0.01 0.08 0.04
-0.10 0.05 -0.06
0.01 -0.12 0.07
-0.09 -0.04 -0.07
0.06 -0.07 0.29
0.02 0.01 0.00
-0.01 -0.01 0.00
-0.01 -0.02 -0.02
0.01 -0.01 0.00
0.02 -0.03 -0.03
-0.01 0.01 0.01
-0.01 0.00 0.00
-0.01 0.00 -0.01
0.03 -0.04 -0.05
0.00 0.01 0.01
-0.03 -0.01 0.02
-0.02 0.01 0.01
-0.01 -0.02 0.02
-0.02 0.06 -0.03
0.35 -0.13 0.05
-0.23 -0.10 0.13
0.35 -0.23 0.30
0.05 0.47 0.02
0.12 -0.19 0.30
-0.15 0.06 -0.06
0.05 -0.01 -0.07
-0.01 -0.01 0.01
0.04 0.04 -0.04
-0.13 0.06 -0.01
0.04 -0.14 0.69
0.18 0.21 -0.13
-0.25 0.06 -0.24
0.07 0.05 0.05
0.02 0.00 -0.05
0.06 0.01 -0.06
-0.27 0.11 -0.06
0.14 -0.01 0.00
-0.02 0.05 -0.03
-0.02 -0.01 -0.01
-0.04 -0.02 -0.01
0.13 -0.01 0.04
-0.50 -0.12 -0.51
0.28 -0.45 0.13
-0.09 0.04 -0.10
-0.03 -0.01 0.05
0.01 -0.01 0.05
0.06 0.06 -0.06
-0.04 -0.01 -0.10
0.14 -0.45 0.01
0.13 0.13 -0.08
-0.12 0.09 0.30
0.07 -0.02 -0.05
-0.02 0.12 -0.02
0.01 0.02 -0.06
0.02 0.03 0.05
-0.04 0.04 -0.01
-0.03 0.02 -0.03
0.08 -0.02 -0.06
0.05 -0.04 -0.01
-0.03 0.00 0.01
0.01 0.00 0.02
-0.01 -0.01 -0.01
0.02 -0.01 -0.01
-0.09 -0.06 -0.11
0.06 0.05 -0.05
0.00 0.00 0.00
0.00 0.01 0.00
-0.01 -0.04 -0.02
-0.03 -0.01 0.01
0.01 0.00 0.01
0.00 -0.01 0.00
0.01 -0.02 -0.01
-0.02 0.02 0.00
0.04 0.01 0.05
0.01 0.01 0.00
0.00 0.01 -0.02
0.01 0.00 0.01
0.08 -0.03 -0.07
-0.06 0.00 0.12
0.07 0.17 0.03
-0.01 0.00 0.00
-0.01 0.00 -0.02
-0.02 0.02 0.04
0.18 0.14 -0.17
-0.69 -0.39 -0.09
0.08 0.02 0.09
0.38 0.06 0.23
-0.08 -0.30 -0.19
0.07 0.13 0.00
-0.04 -0.05 0.49
0.01 -0.40 -0.32
-0.02 -0.02 0.04
0.01 -0.02 0.12

Results
Kohn-Sham gap, eV: 5.579
Charge: +1
Relative energy (zero: lowest compared OMol25 entry of this formula, charge and spin), kcal/mol: 24.0
Strongest force on any atom, eV/A: 1.02
HOMO level, eV: -9.5